# 1
Formula: C4H10N
Source: OMol25
Level of theory: wB97M-V/def2-TZVPD

## Properties
LUMO energy (spin up / spin down) = -0.323 / -0.449 hartree
frontier orbital gap (spin up / spin down) = 11.400 / 7.962 eV

ORCA input file:
```
! wB97M-V def2-TZVPD RIJCOSX def2/J DEFGRID3
* xyz 2 2
N -0.643 1.498 2.644
C -0.303 2.136 3.686
C 0.118 0.581 1.783
C -0.284 -2.062 -3.584
C 0.906 -2.016 -4.323
H -1.628 1.573 2.391
H 0.809 0.037 2.415
H -0.406 -2.031 -2.506
H 0.753 1.178 1.124
H 0.924 -1.541 -5.304
H 0.653 1.923 4.155
H -1.241 -1.812 -4.046
H -0.966 2.797 4.225
H -0.541 -0.016 1.171
H 1.849 -2.246 -3.832
*
```

***

# 2
Formula: C4H10N2
Source: OMol25
Level of theory: wB97M-V/def2-TZVPD

## Properties
SMILES = C=C[C@H](N)NC
LUMO energy = 0.040 hartree
frontier orbital gap = 9.600 eV

ORCA input file:
```
! wB97M-V def2-TZVPD RIJCOSX def2/J DEFGRID3
* xyz 0 1
N -1.313 0.419 0.387
N -0.611 -1.832 0.365
C -0.228 -0.481 0.707
C -1.379 0.770 -0.998
C 1.070 -0.004 -0.122
C 2.011 0.776 0.429
H -1.237 1.255 0.955
H 0.087 -2.489 0.689
H -0.711 -1.940 -0.638
H -0.101 0.876 -1.213
H -1.684 -0.089 -1.591
H 1.785 1.470 1.228
H 3.022 0.802 0.058
H -2.052 1.607 -1.152
H -0.036 -0.427 1.781
H 1.378 -0.712 -0.885
*
```

***

# 3
Formula: C32H34NO
Source: OMol25
Level of theory: wB97M-V/def2-TZVPD

## Properties
LUMO energy = -0.196 hartree
frontier orbital gap = 4.859 eV

ORCA input file:
```
! wB97M-V def2-TZVPD RIJCOSX def2/J DEFGRID3
* xyz 1 1
O -0.523 -3.743 1.272
N 1.989 1.493 -1.031
C 3.218 0.744 -1.270
C 2.359 0.384 0.980
C -0.942 -6.048 -3.144
C -0.527 2.090 -0.540
C -1.331 3.113 -1.041
C -2.108 1.662 -2.810
C -2.095 2.908 -2.198
C -0.255 -5.495 -0.882
C 0.802 6.596 1.304
C -1.693 -4.867 -3.196
C -1.408 0.591 -2.243
C 1.441 5.978 0.233
C -0.900 -4.223 -0.990
C 0.567 3.814 0.932
C 0.031 5.837 2.177
C 3.444 -0.067 0.007
C 1.292 4.600 0.031
C -0.862 -6.922 -4.375
C -1.125 -3.167 2.461
C -0.931 -3.313 0.104
C -0.291 -6.381 -1.949
C -1.785 0.312 3.094
C -0.139 1.603 1.894
C -0.980 0.340 4.233
C 0.407 2.304 0.662
C 0.233 1.032 4.221
C 1.835 1.717 0.361
C -0.099 4.457 1.982
C -0.649 0.809 -1.088
C -1.682 -3.958 -2.146
C 0.636 1.679 3.058
C -1.379 0.972 1.932
H -2.681 3.744 -2.585
H 3.365 -1.135 -0.189
H 2.711 0.498 2.008
H -2.682 1.508 -3.726
H 1.740 4.119 -0.843
H -0.832 -2.117 2.558
H 4.020 1.462 -1.458
H -1.303 -0.166 5.139
H -0.747 -3.773 3.281
H -1.420 -0.411 -2.676
H 1.902 2.338 -1.611
H -0.132 -0.032 -0.617
H 3.148 0.122 -2.164
H 1.551 -0.355 1.016
H 0.203 -5.763 0.066
H -2.218 -3.231 2.397
H -1.457 -2.343 0.083
H 0.879 1.075 5.100
H -1.855 -7.278 -4.676
H 0.900 7.668 1.456
H -1.343 4.090 -0.556
H 4.444 0.123 0.396
H 2.060 6.549 -0.461
H 0.226 -7.345 -1.879
H -0.728 3.890 2.668
H -0.204 -7.776 -4.197
H -2.033 0.961 1.061
H -2.742 -0.208 3.085
H -0.487 6.290 3.020
H -2.270 -4.659 -4.101
H 1.570 2.246 3.041
H 2.584 2.473 0.699
H -2.272 -3.047 -2.150
H -0.448 -6.367 -5.225
*
```

***

# 4
Formula: C4H9N
Source: OMol25
Level of theory: wB97M-V/def2-TZVPD

## Properties
SMILES = C/C=C/CN
LUMO energy = 0.005 hartree
frontier orbital gap = 7.462 eV

ORCA input file:
```
! wB97M-V def2-TZVPD RIJCOSX def2/J DEFGRID3
* xyz 0 1
N 0.976 -1.676 -0.572
C 0.116 0.999 -0.341
C 0.308 -1.342 0.695
C -1.296 1.667 -0.454
C 0.397 0.208 0.806
H 1.384 -2.635 -0.434
H 0.688 -1.714 1.612
H -0.720 -1.749 0.541
H -1.175 2.339 -1.397
H -1.615 2.140 0.544
H -1.926 0.815 -0.737
H 1.685 -1.043 -0.836
H 0.757 1.241 -1.217
H 0.422 0.750 1.789
*
```

***

# 5
Formula: CH2INO
Source: OMol25
Level of theory: wB97M-V/def2-TZVPD

## Properties
LUMO energy (spin up / spin down) = -0.163 / -0.161 hartree
frontier orbital gap (spin up / spin down) = 5.122 / 5.278 eV

ORCA input file:
```
! wB97M-V def2-TZVPD RIJCOSX def2/J DEFGRID3
* xyz 0 1
I -3.192 0.532 0.050
O 1.435 -1.490 -0.097
N -0.359 0.015 -0.091
C 0.845 -0.434 -0.060
H 1.686 0.354 0.033
H -0.416 1.022 0.165
*
```

***

# 6
Formula: C7H18NOP
Source: OMol25
Level of theory: wB97M-V/def2-TZVPD

## Properties
LUMO energy = 0.013 hartree
frontier orbital gap = 7.921 eV

ORCA input file:
```
! wB97M-V def2-TZVPD RIJCOSX def2/J DEFGRID3
* xyz 0 1
P 0.015 0.417 0.290
O -0.399 0.694 -1.073
N 1.032 -1.365 0.077
C -2.008 3.318 0.218
C 0.279 -1.976 -0.967
C -1.936 4.205 -1.006
C -1.270 -0.500 1.233
C 1.187 -2.915 -1.732
C 1.901 -1.948 0.799
C 2.790 -1.202 1.634
H -2.791 3.592 1.000
H 3.919 -1.471 1.497
H 0.872 -2.870 -2.767
H -2.048 0.196 1.379
H 2.654 -1.702 2.686
H 2.652 -0.162 1.456
H -2.826 4.020 -1.642
H -1.075 3.942 -1.517
H -1.849 -1.308 0.863
H 2.142 -2.716 -1.466
H 2.045 -2.980 0.786
H -0.607 -2.281 -0.629
H 0.170 -1.136 -1.746
H -0.747 -0.614 2.194
H -1.054 3.261 0.761
H -2.235 2.181 -0.083
H -1.914 5.229 -0.838
H 1.100 -3.908 -1.407
*
```

***

So what do the calculations give for electronic energy? Going down the list: -5779.075, -7288.007, -37265.625, -5779.804, -12703.536, -20374.686 eV.
So what do the calculations give for energy above the lowest of the compared OMol25 structures with the same formula, charge and spin? Going down the list: 4.3, 252.1, 76.8, 386.7, 439.1, 292.3 kJ/mol.